One molecule with the formula C4H9NO, computed with ωB97M-V/def2-TZVPD.

The geometry in XYZ format:
```
15
Properties=species:S:1:pos:R:3
C -1.9294 -0.9187 0.3935
C -0.4119 -0.6885 0.2361
C -0.1003 0.6046 -0.4923
C 1.3763 0.8984 -0.7369
N 2.2488 0.5151 0.2572
O 1.7570 1.4350 -1.7532
H -2.1389 -1.4954 1.2884
H -2.4405 0.0416 0.4594
H -2.3430 -1.4065 -0.4908
H 0.0084 -1.5402 -0.3037
H 0.0191 -0.7181 1.2413
H -0.4985 1.4796 0.0213
H -0.5138 0.5664 -1.5005
H 1.8170 0.2616 1.1301
H 3.1497 0.9651 0.2501
```

Its energy relative to the best compared isomer or geometry (same formula, charge and spin) is 4.89 kcal/mol. The value obtained for the gap between HOMO and LUMO is 10.6 eV. The calculation puts the total energy at -287.8247 Eh. Its structure (SMILES) is CCCC(N)=O. As for the LUMO energy: 0.89 eV.

=====

One molecule with the formula C4H8O2 at a distorted geometry, computed with ωB97M-V/def2-TZVPD.

The geometry in XYZ format:
```
14
Properties=species:S:1:pos:R:3
C -1.2180 -0.1542 -0.5243
C -0.9581 -0.2051 0.9852
O 0.3863 -0.5673 1.2657
C 1.2874 0.2468 0.5665
C 1.1954 0.1382 -0.9650
O 1.4515 -0.8787 -1.5700
H -0.4079 -0.6428 -1.0633
H -2.0100 -0.8091 -0.8586
H -1.3925 0.8614 -0.9009
H -1.5768 -0.9702 1.4573
H -1.1894 0.7594 1.4706
H 1.1874 1.3029 0.8720
H 2.2931 -0.1122 0.7922
H 0.9131 1.0772 -1.4897
```

Its energy relative to the best compared isomer or geometry (same formula, charge and spin) is 59.82 kcal/mol. The value obtained for the gap between HOMO and LUMO is 10.5 eV. The calculation puts the total energy at -307.6171 Eh. Its structure (SMILES) is CCOCC=O. As for the LUMO energy: 0.87 eV.

=====

C38H18F15Ge2OSSn as an isolated structure at a distorted geometry, computed with ωB97M-V/def2-TZVPD.

The geometry in XYZ format:
```
76
Properties=species:S:1:pos:R:3
Sn -0.1172 1.1945 -0.0494
C 1.5038 0.3800 2.7605
C 1.5672 1.1990 1.4952
O 2.5367 1.8454 1.1997
H 2.3760 0.6081 3.3712
H 1.4885 -0.6789 2.4895
H 0.5793 0.5802 3.3057
C -3.8993 5.4184 0.6861
C -2.6043 5.1453 1.1086
C -2.1923 3.8277 1.2579
C -3.0573 2.7572 0.9989
C -4.3511 3.0533 0.5710
C -4.7692 4.3723 0.4171
Ge -2.4369 0.9059 1.3072
C -2.2678 0.7450 3.2421
C -2.4312 1.8426 4.0864
C -2.3426 1.6897 5.4672
C -2.0810 0.4438 6.0177
C -1.9107 -0.6579 5.1875
C -1.9999 -0.5052 3.8117
C -3.9116 -0.2113 0.7275
C -4.2358 -0.2783 -0.6308
C -5.3963 -0.9082 -1.0556
C -6.2478 -1.4902 -0.1246
C -5.9296 -1.4456 1.2251
C -4.7652 -0.8136 1.6506
H -4.2242 6.4436 0.5599
H -1.9182 5.9561 1.3219
H -1.1769 3.6369 1.5986
H -5.0456 2.2493 0.3553
H -5.7786 4.5809 0.0843
H -2.6379 2.8212 3.6722
H -2.4729 2.5506 6.1113
H -2.0068 0.3298 7.0918
H -1.6997 -1.6316 5.6123
H -1.8579 -1.3709 3.1721
H -3.5732 0.1657 -1.3672
H -5.6377 -0.9448 -2.1106
H -7.1592 -1.9749 -0.4516
H -6.5896 -1.9000 1.9535
H -4.5339 -0.7863 2.7089
F 4.5534 -2.2177 -3.1266
C 3.7831 -3.2739 -2.8171
C 2.5590 -3.0747 -2.1964
C 1.8142 -4.2096 -1.9236
F 0.6237 -4.1240 -1.3235
C 2.2567 -5.4775 -2.2538
F 1.5172 -6.5512 -1.9787
C 3.4802 -5.6314 -2.8734
F 3.9127 -6.8451 -3.1987
C 4.2542 -4.5225 -3.1616
F 5.4337 -4.6726 -3.7626
Ge 2.0212 -1.2352 -1.7941
S 0.0871 -1.1554 -0.7966
C 3.5258 -0.6390 -0.6879
C 3.6512 -1.2628 0.5456
F 2.7085 -2.1337 0.9494
C 4.7222 -1.0672 1.3895
F 4.7956 -1.6908 2.5657
C 5.7394 -0.2233 0.9892
F 6.7946 -0.0334 1.7734
C 5.6649 0.4071 -0.2366
F 6.6575 1.2047 -0.6280
C 4.5699 0.1935 -1.0521
F 4.5786 0.8217 -2.2348
C 2.0195 -0.2162 -3.4614
C 2.0370 1.1664 -3.3810
F 1.9675 1.7613 -2.1731
C 2.1514 1.9857 -4.4808
F 2.1840 3.3107 -4.3562
C 2.2367 1.4065 -5.7330
F 2.3563 2.1734 -6.8110
C 2.1887 0.0331 -5.8648
F 2.2440 -0.5149 -7.0773
C 2.0818 -0.7568 -4.7353
F 2.0362 -2.0804 -4.9295
```

The value obtained for the gap between HOMO and LUMO (spin up / spin down) is 8.1 / 5.8 eV. As for the expectation value of S²: 0.757. The multiplicity is 2. The calculation puts the total energy at -7798.3392 Eh. As for the LUMO energy (spin up / spin down): -0.04 / -2.39 eV.

=====

C26H36AsClIOP2Tc as an isolated structure at a distorted geometry, computed with ωB97M-V/def2-TZVPD.

The geometry in XYZ format:
```
69
Properties=species:S:1:pos:R:3
C 0.1995 5.6089 -4.5758
C 0.3975 4.1283 -4.4132
H 0.4163 5.9010 -5.6097
H 0.8753 6.1478 -3.9022
H -0.8379 5.8700 -4.3394
O 0.7556 3.3169 -5.2220
I -0.0749 3.5187 -2.3580
Tc -0.2440 -0.0261 0.4248
P -2.2952 -0.2832 -0.5374
C -2.8615 -1.8195 -1.3602
C -3.6048 0.0619 0.7058
H -4.5891 -0.1020 0.2482
H -3.6644 1.0234 -2.0627
H -3.5167 1.0998 1.0447
H -2.2285 1.9465 -1.4766
H -2.6687 -2.7042 -0.7362
H -3.4979 -0.5859 1.5833
C -2.5934 0.9677 -1.8228
H -3.9423 -1.7549 -1.5663
H -2.0207 0.6968 -2.7159
H -2.3193 -1.9327 -2.3082
P 2.0067 0.4373 0.5342
C 3.2125 -0.9137 0.2778
C 2.5404 1.7164 -0.6303
H 1.8800 1.9759 2.4090
H 3.5538 1.3975 2.1485
H 2.3447 0.3542 2.9598
C 2.4968 1.1048 2.1710
H 1.8202 2.5498 -0.6146
H 3.5425 2.0907 -0.3832
H 4.2199 -0.6123 0.5961
H 3.2342 -1.1698 -0.7851
H 2.5394 1.2990 -1.6430
H 2.9233 -1.8125 0.8329
Cl -0.8496 1.5780 1.9061
C 1.9663 -5.6457 -1.1280
C 1.1791 -4.6948 -1.7878
C 0.6569 -3.6078 -1.0751
C 0.8788 -3.5279 0.3083
C 1.6764 -4.4696 0.9680
C 2.2535 -5.5131 0.2321
As -0.0968 -2.1221 1.3876
C -1.4543 -3.3555 2.1934
C -2.8206 -3.3132 1.8937
C -3.6666 -4.3098 2.3942
C -3.1519 -5.3698 3.1522
C -1.7869 -5.3826 3.4754
C -0.9486 -4.3539 3.0242
C 0.7091 -1.7401 3.2043
C -0.0730 -0.9834 4.0809
C 0.4418 -0.6040 5.3213
C 1.7156 -1.0403 5.6943
C 2.4778 -1.8338 4.8304
C 1.9980 -2.1550 3.5572
H 2.3292 -6.5201 -1.6729
H 0.9382 -4.8170 -2.8465
H 0.0749 -2.8350 -1.5839
H 1.8234 -4.4250 2.0475
H 2.8792 -6.2416 0.7493
H -3.2176 -2.5094 1.2765
H -4.7315 -4.2490 2.1728
H -3.8102 -6.1722 3.4901
H -1.3703 -6.1911 4.0750
H 0.1026 -4.3441 3.3199
H -1.0782 -0.6735 3.7923
H -0.1635 0.0100 5.9923
H 2.1142 -0.7646 6.6692
H 3.4468 -2.2264 5.1458
H 2.6193 -2.7353 2.8696
```

Its energy relative to the best compared isomer or geometry (same formula, charge and spin) is 2.02 kcal/mol. The value obtained for the gap between HOMO and LUMO (spin up / spin down) is 5.3 / 2.1 eV. As for the expectation value of S²: 3.785. The multiplicity is 4. Its charge is +3. The calculation puts the total energy at -4843.6474 Eh. As for the LUMO energy (spin up / spin down): -10.81 / -13.97 eV.

=====

A 2-piece molecular cluster, C3H9NO3 overall at a distorted geometry, computed with ωB97M-V/def2-TZVPD.

The geometry in XYZ format:
```
16
Properties=species:S:1:pos:R:3
O 1.9749 -0.5044 1.5396
C 1.9622 -0.5033 0.3407
C 0.6541 -0.5069 -0.4276
N 0.0841 0.8256 -0.6325
C -1.3229 0.7119 -1.0127
O -1.5008 0.2118 -2.3277
H 2.8920 -0.5781 -0.2412
H 0.8157 -1.0543 -1.3581
H -0.0107 -1.1135 0.1846
H 0.5640 1.1787 -1.4556
H -1.7367 1.7169 -1.1175
H -1.7548 0.1050 -0.2144
H -1.5161 -0.7515 -2.3620
O -0.6943 -0.0859 2.8001
H -0.5827 0.0800 3.7476
H 0.1721 0.2681 2.5366
```

Its energy relative to the best compared isomer or geometry (same formula, charge and spin) is 49.51 kcal/mol. The value obtained for the gap between HOMO and LUMO is 10.4 eV. The calculation puts the total energy at -400.1426 Eh. Its structure (SMILES) is O=CCNCO.O. As for the LUMO energy: 0.70 eV.

=====

- Among the records above, which one has the lowest total energy?
  C38H18F15Ge2OSSn

=====

- The highest total energy belongs to which entry?
  C4H9NO